# 1
Computed, not measured: C3H4F2 in the gas phase, with ωB97M-V/def2-TZVPD.

XYZ file:
```
9
Properties=species:S:1:pos:R:3:nbo_charge:R:1
F -1.224 -0.932 1.221 -0.335
F -1.277 1.270 1.142 -0.383
C 0.937 0.113 0.227 -0.448
C -0.131 -0.106 -0.917 -0.496
C -0.634 0.072 0.408 0.704
H -0.331 -1.161 -1.135 0.251
H 1.217 1.057 0.235 0.212
H -0.241 0.419 -1.828 0.253
H 1.684 -0.733 0.647 0.243
```

Output
- structure (SMILES) = FC1(F)CC1
- electronic energy (eV) = -8607.9700
- HOMO-LUMO gap (Eh) = 0.4349
- ΔE to the lowest compared entry with this formula, charge and spin (eV) = 2.144
- LUMO energy (eV) = 0.9

=====

# 2
Computed, not measured: 2 unconnected molecules or ions with the total composition C3H4F2, with ωB97M-V/def2-TZVPD.

XYZ file:
```
9
Properties=species:S:1:pos:R:3:nbo_charge:R:1
F 2.691 0.179 0.468 -0.338
F -2.634 0.920 -0.019 -0.335
C 2.009 0.968 -0.303 0.046
C -1.556 -1.153 0.315 -0.629
C -1.546 0.164 0.297 0.504
H 1.519 0.273 -1.017 0.150
H -0.692 -1.614 0.744 0.234
H 2.509 1.879 -0.282 0.144
H -2.300 -1.617 -0.202 0.224
```

Output
- multiplicity = 3
- ⟨S²⟩ = 2.013
- electronic energy (eV) = -8604.5279
- HOMO-LUMO gap (spin up / spin down) (Eh) = 0.3488 / 0.3356
- ΔE to the lowest compared entry with this formula, charge and spin (eV) = 0.092
- LUMO energy (spin up / spin down) (eV) = 1.1 / -1.2

=====

# 3
Computed, not measured: C3H4F2N2 in the gas phase, with ωB97M-V/def2-TZVPD.

XYZ file:
```
11
Properties=species:S:1:pos:R:3:nbo_charge:R:1
F -1.348 0.351 -1.332 -0.286
F -2.297 -1.510 -0.678 -0.308
N 0.324 1.739 0.390 -0.645
N 1.412 0.880 0.181 -0.206
C -1.186 -0.771 -0.670 0.774
C 1.166 -0.367 -0.013 -0.012
C -0.122 -1.114 0.025 -0.469
H 2.097 -0.986 -0.202 0.198
H -0.460 1.275 0.855 0.339
H -0.177 -2.062 0.573 0.248
H 0.590 2.566 0.872 0.367
```

Output
- structure (SMILES) = N/N=C\C=C(F)F
- electronic energy (eV) = -11589.0146
- HOMO-LUMO gap (Eh) = 0.3631
- ΔE to the lowest compared entry with this formula, charge and spin (eV) = 1.092
- LUMO energy (eV) = 0.8